A cluster of 2 separate species, C6H2Cl4N2 in total, computed with ωB97M-V/def2-TZVPD.

Last column: Mulliken charge in e.
Atoms and positions in Å:
Cl (-2.9995, 1.7970, 0.8689)  -0.108
Cl (-1.1565, 1.6375, -1.3914)  -0.167
Cl (-0.2611, -2.1783, 1.1702)  -0.155
Cl (-2.2223, -3.0367, -0.7532)  -0.141
N (0.3637, 2.2620, 1.3976)  -0.418
N (2.4770, 0.0256, -1.6906)  -0.430
C (1.0248, 1.3811, 1.0756)  0.356
C (-1.6041, -1.7010, 0.1551)  0.340
C (1.8843, 0.3258, 0.7100)  -0.716
C (-2.0998, 0.8073, -0.0603)  0.500
C (2.1709, 0.1664, -0.5310)  0.603
C (-1.9074, -0.4527, 0.0592)  -0.306
H (2.1472, -0.5264, -2.5089)  0.315
H (2.1826, -0.5076, 1.4987)  0.327

Values from the calculation:
- Orbital gap: 0.347 Eh
- Total energy: -2179.96936 a.u.
- Energy above the lowest of the compared OMol25 structures with the same formula, charge and spin: 0.9349 eV
- M: 243.908 g/mol
- SMILES string: ClC(Cl)=C=C(Cl)Cl.N#CC=C=N

---

The molecule C5H8O2, computed with ωB97M-V/def2-TZVPD.

Last column: Mulliken charge in e.
Atoms and positions in Å:
O (-2.2536, -0.1186, 0.3763)  -0.519
O (2.1039, 0.3160, -0.6892)  -0.575
C (-0.4309, -1.1894, -0.7940)  -0.710
C (0.1378, -0.7481, 0.5067)  -0.347
C (1.1818, 0.3503, 0.3834)  -0.005
C (-0.9741, 0.0582, -0.1773)  0.496
C (-0.0060, 1.2692, 0.0495)  -0.746
H (0.1795, 2.0027, -0.7350)  0.318
H (2.6071, -0.5090, -0.6733)  0.332
H (0.1602, -1.2115, -1.7073)  0.243
H (1.7229, 0.5202, 1.3258)  0.332
H (-1.0752, -2.0503, -0.6378)  0.260
H (-0.1988, -1.0652, 1.4821)  0.339
H (-2.8444, 0.6366, 0.2971)  0.322
H (-0.3101, 1.7388, 0.9930)  0.259

Values from the calculation:
- Orbital gap: 0.346 Eh
- Total energy: -345.69577 a.u.
- Energy above the lowest of the compared OMol25 structures with the same formula, charge and spin: 2.9711 eV
- M: 100.117 g/mol
- SMILES string: O[C@H]1C[C@]2(O)C[C@@H]12

---

The molecule C17H30NO4P, computed with ωB97M-V/def2-TZVPD.

Last column: Mulliken charge in e.
Atoms and positions in Å:
P (0.6584, 1.4596, -0.6244)  1.015
O (0.7241, 2.6650, -1.6806)  -0.386
O (1.5823, 1.7432, 0.4683)  -0.815
O (-1.7614, 0.6191, -1.3995)  -0.655
O (1.0170, 0.1245, -1.4846)  -0.326
N (-0.9232, -2.5837, 4.1315)  -0.013
C (-1.5067, -2.0898, 1.8352)  -0.089
C (0.1638, 2.6601, -2.9875)  -0.232
C (-1.0128, 4.4778, -5.2936)  -1.195
C (-0.9847, -1.7028, 3.0757)  1.258
C (2.6107, -1.5824, 1.3862)  -1.093
C (-1.7653, 3.4718, -4.4298)  -0.605
C (-1.5718, -1.2025, 0.7781)  -1.245
C (-1.1311, 0.1056, 0.9115)  -0.128
C (-1.2002, 3.3418, -3.0149)  -0.158
C (-1.1055, -3.9941, 3.8855)  -1.062
C (2.4121, -1.8335, -1.1471)  -0.959
C (-0.6419, 0.5097, 2.1474)  -0.710
C (2.3618, -0.3409, -1.4565)  -0.720
C (-0.5629, -0.3707, 3.2039)  -0.597
C (-1.1220, 1.0713, -0.2386)  -0.207
C (-0.2401, -2.1978, 5.3422)  -1.083
C (1.8441, -2.2011, 0.2241)  0.527
H (-0.3138, -3.0035, 6.0694)  0.324
H (-0.9351, -4.5475, 4.8059)  0.337
H (-0.1596, -0.0105, 4.1350)  0.341
H (-1.5096, 4.5935, -6.2542)  0.374
H (-1.8644, -3.0937, 1.6778)  0.330
H (-0.7120, -1.3143, 5.7758)  0.335
H (-0.4137, -4.3717, 3.1230)  0.319
H (0.8806, 3.2089, -3.6051)  0.296
H (2.2253, -1.9673, 2.3276)  0.221
H (-1.6092, 2.0102, 0.0489)  0.691
H (2.8041, -0.1524, -2.4416)  0.259
H (-1.2498, -0.1290, -1.7324)  0.450
H (2.9185, 0.2291, -0.7080)  0.525
H (0.0843, 1.6342, -3.3608)  0.237
H (0.8032, -1.8808, 0.2785)  -0.460
H (0.8217, -1.9800, 5.1722)  0.332
H (-1.1038, 4.3299, -2.5607)  0.311
H (1.8629, -3.2905, 0.3162)  0.478
H (3.4569, -2.1454, -1.2101)  0.420
H (2.4908, -0.5030, 1.3953)  0.219
H (-1.7534, 2.4925, -4.9128)  0.304
H (-0.9822, 5.4491, -4.8054)  0.291
H (-1.9875, -1.5419, -0.1605)  0.399
H (-2.8075, 3.7876, -4.3518)  0.361
H (0.0078, 4.1539, -5.4792)  0.315
H (1.8509, -2.3679, -1.9177)  0.334
H (3.6705, -1.8214, 1.3212)  0.397
H (-1.8907, 2.7521, -2.4109)  0.049
H (-0.3018, 1.5258, 2.2730)  0.372
H (-2.1285, -4.1961, 3.5589)  0.316

Values from the calculation:
- Orbital gap: 0.307 Eh
- Total energy: -1362.92152 a.u.
- Energy above the lowest of the compared OMol25 structures with the same formula, charge and spin: 0.1572 eV
- M: 343.404 g/mol
- SMILES string: CCCCOP(=O)(OCCCC)[C@@H](O)c1ccc(N(C)C)cc1

---

A cluster of 2 separate species, CBrClOS in total, computed with ωB97M-V/def2-TZVPD.

Last column: Mulliken charge in e.
Atoms and positions in Å:
Br (-2.6456, -0.3332, 0.3494)  -0.032
Cl (1.1122, -1.6471, -0.3144)  0.018
S (-1.4494, 1.3815, -0.1180)  -0.171
O (1.8886, 0.6745, 0.2469)  -0.238
C (1.0942, -0.0757, -0.1638)  0.423

Values from the calculation:
- Orbital gap: 0.227 Eh
- Total energy: -3545.62665 a.u.
- Energy above the lowest of the compared OMol25 structures with the same formula, charge and spin: 2.9830 eV
- M: 175.434 g/mol

---

A structure of composition C23H25DyN2O, computed with ωB97M-V/def2-TZVPD.

Last column: Mulliken charge in e.
Atoms and positions in Å:
Dy (0.2181, -0.2632, 3.0496)  0.694
O (-1.9373, 2.6420, -0.4021)  -0.659
N (-1.4273, 1.6406, -2.3325)  -0.094
N (-1.1825, 1.9197, 5.5098)  -0.522
C (-0.6791, 1.1387, 4.8040)  0.075
C (1.8683, 1.3537, 1.5526)  -0.503
C (2.4757, -0.8467, 1.9215)  -0.641
C (-1.3968, -1.4607, 0.9984)  0.446
C (-1.3573, -2.0826, 3.3014)  -0.881
C (-2.1586, -1.2773, -0.3546)  2.135
C (1.0266, 2.0071, -2.6475)  0.706
C (2.1890, 1.2264, 2.9402)  -0.714
C (-3.4091, -2.2589, -0.2169)  -1.686
C (-2.0716, -1.3186, 2.2813)  -0.952
C (-1.3316, -1.8128, -1.5361)  -1.908
C (-0.3500, 2.6583, -2.4899)  -1.122
C (-0.1670, -2.6277, 2.6748)  -0.692
C (2.5357, -0.1681, 3.2029)  -0.730
C (2.0716, 0.0968, 0.9310)  0.143
C (-2.7536, 0.1883, -0.6920)  -1.327
C (3.4377, 2.0889, -2.3534)  -0.540
C (-0.2406, -2.2864, 1.2696)  -0.304
C (2.4265, 0.1434, -3.3818)  -0.572
C (-1.9615, 1.5711, -1.0636)  0.408
C (1.1546, 0.7068, -3.1788)  -0.224
C (2.1725, 2.6439, -2.1293)  -0.458
C (3.5633, 0.8730, -3.0302)  -0.501
H (-1.6404, -2.3252, 4.3425)  0.448
H (-3.4564, -0.0114, -1.5618)  0.520
H (-1.9435, -1.7383, -2.4524)  0.476
H (2.8512, -0.6138, 4.1618)  0.533
H (2.9050, -1.8447, 1.7614)  0.459
H (2.0687, -0.0621, -0.1433)  0.393
H (-0.4037, 3.1373, -1.4984)  0.434
H (-4.0061, -2.2446, -1.1440)  0.452
H (-3.0710, -3.2991, -0.0370)  0.376
H (-1.0863, -2.8865, -1.4027)  0.463
H (2.0423, 3.5786, -1.5628)  0.422
H (2.1679, 2.0056, 3.7047)  0.595
H (4.3149, 2.6306, -2.0027)  0.385
H (0.2515, 0.1375, -3.4377)  0.302
H (-3.0128, -0.7548, 2.4240)  0.526
H (0.5239, -3.3514, 3.1483)  0.488
H (-0.3976, -1.2487, -1.6890)  0.135
H (0.4328, -2.6914, 0.5031)  0.475
H (-1.8734, 1.2735, -3.1805)  0.326
H (4.5518, 0.5019, -3.2726)  0.381
H (1.5720, 2.2641, 1.0349)  0.402
H (-0.5453, 3.4270, -3.2840)  0.353
H (-4.0645, -1.9563, 0.6204)  0.395
H (-3.3988, 0.4259, 0.1689)  0.286
H (2.5024, -0.8491, -3.8297)  0.396

Values from the calculation:
- Orbital gap (alpha / beta): 0.268 / 0.318 Eh
- Total energy: -1961.10806 a.u.
- 2S+1: 6
- M: 507.966 g/mol

---

The molecule C20H30N2O3S, computed with ωB97M-V/def2-TZVPD.

Last column: Mulliken charge in e.
Atoms and positions in Å:
S (1.7365, -0.4046, 0.7413)  1.309
O (0.7326, 0.5929, 1.0089)  -0.627
O (2.1332, -1.2907, 1.7956)  -0.704
O (-3.8574, -0.7578, -1.5083)  -0.715
N (-2.9468, 0.5051, 0.1099)  0.093
N (1.2588, -1.2872, -0.5852)  -0.090
C (4.1549, 2.2399, -1.0989)  -0.628
C (-1.0854, 2.9078, -0.4715)  0.465
C (-2.6466, 3.2554, 1.4485)  -0.548
C (3.0387, 1.6321, -0.5478)  -0.346
C (-1.5987, 3.9116, 0.5562)  -1.010
C (-2.2379, 2.3881, -1.3262)  -1.175
C (-2.7813, -1.9267, 0.3049)  0.860
C (3.1793, 0.4112, 0.0811)  0.149
C (1.2247, -2.7317, -0.5463)  -1.530
C (-1.1895, -3.0483, -1.2717)  -0.958
C (-0.1361, -3.3607, -0.1973)  0.758
C (4.4048, -0.2174, 0.1725)  -0.476
C (-2.5950, -3.0842, -0.6847)  -1.275
C (-3.2315, -0.6775, -0.4673)  0.043
C (-3.8144, 2.7366, 0.6117)  -1.009
C (5.3909, 1.6177, -1.0157)  -0.403
C (-0.6332, -2.9510, 1.1984)  -1.671
C (5.5192, 0.3924, -0.3798)  -0.647
C (-3.3544, 1.7659, -0.4774)  -0.377
C (-1.5201, -1.7087, 1.1563)  -0.123
H (-0.9253, -0.8876, 0.7613)  -0.376
H (-3.6271, -2.1728, 0.9588)  0.273
H (-2.6661, 3.2152, -1.8974)  0.438
H (-1.8801, 1.6415, -2.0382)  0.395
H (-0.5934, 2.0832, 0.0475)  -0.335
H (4.0619, 3.1963, -1.5906)  0.419
H (0.4838, -0.8614, -1.0677)  0.300
H (4.4682, -1.1638, 0.6853)  0.433
H (2.0643, 2.0927, -0.5826)  0.461
H (1.9628, -3.0193, 0.2041)  0.544
H (-2.3677, 0.5499, 0.9313)  0.184
H (-1.0271, -2.0550, -1.6969)  0.174
H (-1.1945, -3.7766, 1.6405)  0.423
H (1.5524, -3.1027, -1.5248)  0.407
H (-4.1955, 1.5203, -1.1371)  0.432
H (-1.1045, -3.7661, -2.0897)  0.506
H (6.4852, -0.0847, -0.3135)  0.406
H (0.2241, -2.7498, 1.8425)  0.613
H (-0.7690, 4.2750, 1.1655)  0.358
H (-0.3459, 3.3871, -1.1184)  0.425
H (6.2604, 2.0925, -1.4454)  0.377
H (-3.3337, -2.9720, -1.4802)  0.621
H (-4.5462, 2.2397, 1.2522)  0.355
H (-2.1798, 2.4364, 2.0002)  0.281
H (0.0360, -4.4429, -0.1845)  0.446
H (-2.7653, -4.0426, -0.1926)  0.417
H (-3.0193, 3.9748, 2.1811)  0.344
H (-2.0428, 4.7686, 0.0429)  0.403
H (-1.7966, -1.4449, 2.1797)  0.474
H (-4.3106, 3.5816, 0.1299)  0.436

Values from the calculation:
- Orbital gap: 0.366 Eh
- Total energy: -1513.55528 a.u.
- Energy above the lowest of the compared OMol25 structures with the same formula, charge and spin: 0.2895 eV
- M: 378.538 g/mol
- SMILES string: O=C(NC1CCCCC1)[C@H]1CC[C@@H](CNS(=O)(=O)c2ccccc2)CC1

---

The molecule C17H14N6O2S, computed with ωB97M-V/def2-TZVPD.

Last column: Mulliken charge in e.
Atoms and positions in Å:
S (-3.4767, -0.6844, -1.1153)  -0.189
O (-0.4478, -3.0232, -0.2420)  -0.620
O (1.0387, -0.0137, 2.0613)  -0.346
N (-1.0259, 0.2841, -1.0957)  -0.741
N (-1.7746, -1.7677, 1.0914)  -0.132
N (4.3076, -0.6266, -0.6548)  -0.681
N (1.5976, 2.5703, -0.8777)  -0.331
N (0.5551, 3.3778, -0.8323)  -0.800
N (-0.1665, 1.2988, -1.0218)  0.503
C (-0.9256, 0.9992, 2.2908)  -0.225
C (-2.7865, 1.9336, -0.9662)  -0.563
C (1.6666, -1.1045, -1.3641)  -0.147
C (3.4342, 0.3564, -0.6849)  -0.389
C (-2.4423, -2.1695, -1.2111)  -0.599
C (2.0874, 0.1788, -1.0244)  0.591
C (3.8911, -1.8476, -0.9575)  -0.337
C (-1.9008, 2.9617, -0.8926)  -0.831
C (0.0858, 1.9887, 2.2161)  -0.684
C (-2.2877, 0.6011, -1.0628)  0.464
C (-0.2886, -0.2058, 2.1980)  0.493
C (2.5854, -2.1378, -1.3220)  -0.568
C (1.2571, 1.3110, 2.0795)  -0.347
C (-0.8225, -1.6041, 2.1717)  -1.250
C (-0.5308, 2.6405, -0.9109)  0.461
C (-1.4373, -2.3492, -0.0747)  0.561
C (1.1989, 1.3159, -0.9901)  0.281
H (4.6455, -2.6217, -0.9063)  0.373
H (-2.6023, -1.1896, 1.1242)  0.286
H (3.7982, 1.3423, -0.4314)  0.533
H (-1.9781, 1.1662, 2.4075)  0.553
H (-1.9021, -2.1630, -2.1579)  0.333
H (2.2819, -3.1447, -1.5584)  0.420
H (-3.1435, -3.0059, -1.2127)  0.463
H (0.0017, -2.2977, 1.9904)  0.397
H (2.2701, 1.6457, 1.9836)  0.595
H (-2.1971, 3.9943, -0.8160)  0.484
H (0.6442, -1.2916, -1.6469)  0.729
H (-3.8535, 2.0831, -0.9552)  0.427
H (-0.0434, 3.0506, 2.2528)  0.484
H (-1.3132, -1.8520, 3.1185)  0.348

Values from the calculation:
- Orbital gap: 0.297 Eh
- Total energy: -1533.40125 a.u.
- Energy above the lowest of the compared OMol25 structures with the same formula, charge and spin: 0.3164 eV
- M: 366.406 g/mol
- SMILES string: O=C(CSc1ccc2nnc(-c3cccnc3)n2n1)NCc1ccco1